The following is a quantum chemistry calculation of C18H28As2Cl4NiO2Si as an isolated structure, from the OMol25 dataset.

The geometry in XYZ format:
```
56
Properties=species:S:1:pos:R:3:forces:R:3
Ni 0.942506 0.565818 -0.573378 -0.194 -0.753 0.010
C -1.065685 -3.074483 -0.727182 -0.185 0.044 -0.092
As 0.479189 -1.935026 -0.471140 0.214 0.025 0.206
C 1.809915 -2.994434 -1.404017 0.067 0.009 0.040
C 0.840460 -2.304712 1.409658 -0.008 -0.065 0.024
C 1.189991 -3.579725 1.846386 -0.005 0.087 0.054
C 1.432354 -3.823786 3.189737 0.002 0.058 0.023
C 1.323136 -2.788349 4.109175 0.006 -0.078 -0.018
C 0.961576 -1.519564 3.684959 0.003 0.017 -0.029
C 0.710266 -1.270223 2.339622 0.114 0.042 0.028
As 0.188102 0.494947 1.706669 -0.231 -0.162 0.010
C -1.746097 0.286442 1.730985 -0.069 0.072 -0.034
C 0.405052 1.656727 3.226576 0.086 0.020 0.021
H -0.789769 -4.105122 -0.510736 -0.044 -0.032 0.015
H -1.403254 -2.989918 -1.758912 -0.022 -0.025 -0.002
H -1.869539 -2.761094 -0.063618 -0.006 -0.021 -0.006
H 2.023110 -3.918405 -0.870576 -0.018 -0.041 -0.024
H 2.716532 -2.403365 -1.493567 0.022 0.004 0.009
H 1.423574 -3.228036 -2.393429 -0.011 -0.021 -0.059
H 1.283073 -4.391827 1.135969 0.001 -0.031 -0.010
H 1.714214 -4.816452 3.517181 -0.002 0.012 0.000
H 1.522895 -2.968584 5.158274 0.002 -0.001 -0.028
H 0.889718 -0.718709 4.409770 0.012 -0.010 0.004
H -2.080327 -0.094671 2.693722 -0.016 -0.025 0.037
H -2.047219 -0.390096 0.932802 -0.001 -0.004 -0.009
H -2.202905 1.256733 1.534685 -0.001 -0.021 -0.010
H -0.130990 1.249807 4.080004 -0.039 0.002 0.073
H -0.021324 2.623382 2.967322 0.005 0.049 0.004
H 1.462151 1.767456 3.441175 0.071 0.010 0.020
Cl 6.073040 0.503425 0.713802 -0.023 -0.027 0.023
C 4.773037 -0.678959 0.973358 0.066 -0.022 0.025
Cl 4.949312 -1.516542 2.524014 -0.004 0.005 -0.008
C 3.421680 0.039656 0.901931 -0.273 0.099 -0.318
O 3.091729 0.786963 1.808143 -0.182 -0.096 -0.099
O 2.766252 -0.244242 -0.174308 0.161 0.264 0.345
H 4.850244 -1.419627 0.193305 0.051 -0.104 -0.113
Cl 2.154822 2.598263 -1.015359 0.574 0.620 -0.124
C 1.922523 4.080973 -0.048781 -0.138 -0.092 0.063
Cl 2.662084 3.995910 1.537523 0.031 -0.018 0.009
H 0.858036 4.231928 0.061797 -0.109 -0.006 -0.032
H 2.384873 4.876607 -0.613134 0.034 0.085 -0.076
C -2.791248 1.661098 -4.991216 0.107 -0.053 -0.332
Si -3.109615 1.864404 -3.173036 -0.051 0.022 -0.035
C -3.550274 3.637509 -2.840082 -0.083 0.339 0.059
C -4.530056 0.769696 -2.688917 -0.275 -0.207 0.085
C -1.638974 1.406222 -2.219935 0.323 -0.159 0.234
C -0.652034 1.079361 -1.576597 0.025 0.199 -0.027
H -3.678501 1.957642 -5.561340 0.090 -0.036 0.003
H -2.558339 0.619711 -5.237447 -0.020 0.120 0.007
H -1.950534 2.281986 -5.318632 -0.098 -0.078 0.024
H -4.454821 3.914780 -3.393051 0.083 0.015 0.065
H -2.739816 4.301007 -3.158681 -0.085 -0.036 0.045
H -3.733318 3.811847 -1.775261 0.013 -0.002 -0.095
H -5.436410 1.052127 -3.236701 0.067 -0.058 0.072
H -4.741650 0.839083 -1.617245 0.008 -0.013 -0.096
H -4.302744 -0.275560 -2.922269 -0.048 0.079 0.039
```
Forces are in eV/Å.

* <S²>: 2.009
* F_max: 0.9 eV/A
* multiplicity: 3
* calculated total energy: -8963.265999 a.u.
* net charge: 0